18
Properties=species:S:1:pos:R:3:forces:R:3:lowdin_charge:R:1 method="wB97M-V/def2-TZVPD" orbital_gap_ev=10.7 smiles="CC[C@@H](C)NC=O"
C -1.93732 -0.44991 -1.17716 0.0 0.0 0.0 -0.11
C -1.31085 0.20157 0.05430 0.0 0.0 0.0 -0.23
C 0.21748 0.32021 -0.01546 -0.1 0.1 -0.1 -0.39
C 0.74773 1.46234 0.84896 0.0 0.0 0.0 -0.05
N 0.83882 -0.94783 0.36967 0.1 0.0 0.0 0.05
C 2.14049 -1.21627 0.07690 0.0 0.1 -0.1 -0.36
O 2.83886 -0.54523 -0.65889 -0.3 -0.2 0.2 0.01
H -1.64184 0.08671 -2.08686 0.0 -0.1 0.2 0.08
H -1.62643 -1.49394 -1.29180 0.0 0.1 0.0 0.07
H -3.03056 -0.42168 -1.11960 0.2 -0.1 0.0 0.07
H -1.73306 1.20653 0.18192 0.1 -0.1 0.0 0.11
H -1.58888 -0.35420 0.96347 0.0 0.1 -0.1 0.11
H 0.51531 0.49797 -1.05565 0.0 0.0 0.2 0.14
H 0.30471 2.41513 0.53962 0.1 -0.1 0.0 0.08
H 0.49834 1.29016 1.90279 0.0 0.0 -0.1 0.08
H 1.83458 1.53696 0.75326 -0.2 0.0 0.0 0.08
H 0.42458 -1.45051 1.14340 0.1 0.0 -0.2 0.13
H 2.50804 -2.13802 0.57114 -0.1 0.1 -0.1 0.13

***

18
Properties=species:S:1:pos:R:3:forces:R:3:lowdin_charge:R:1 method="wB97M-V/def2-TZVPD" orbital_gap_ev=9.1 smiles="N/C=C/CCCO"
C -0.69398 1.80751 -0.41855 -0.5 -2.1 0.9 -0.25
O -2.13312 1.46161 -0.34607 1.7 1.8 3.1 -0.14
C 0.00898 1.17269 0.85477 1.7 -0.4 1.1 -0.20
C -0.38514 -0.30921 1.28427 0.6 0.9 -3.8 -0.20
C 0.37307 -1.48430 0.49668 -2.3 2.4 1.0 -0.08
C 0.85701 -1.30975 -0.73727 -0.1 1.2 0.5 -0.27
N 1.54416 -2.17459 -1.54769 1.1 -1.8 -3.2 -0.01
H -0.34007 1.44522 -1.41462 -0.1 0.3 1.0 0.11
H -0.55074 2.85924 -0.28751 0.0 0.8 -0.5 0.08
H -2.19496 1.74336 0.65286 -1.0 -1.0 -2.7 0.12
H -0.18898 1.84176 1.88311 0.6 -1.3 -3.0 0.15
H 1.17235 1.07496 0.65166 -2.2 0.8 0.6 0.13
H -0.19622 -0.34483 2.31144 0.2 -0.5 1.6 0.06
H -1.45434 -0.38873 1.06925 0.0 -0.3 0.4 0.09
H 0.06265 -2.35603 1.05500 0.9 -0.9 -0.6 0.09
H 0.92154 -0.29672 -1.23157 -0.3 -0.8 1.3 0.11
H 1.22538 -3.11323 -1.95007 0.2 2.0 1.5 0.12
H 1.97241 -1.62896 -2.32569 -0.5 -1.1 0.9 0.09

***

18
Properties=species:S:1:pos:R:3:forces:R:3:lowdin_charge:R:1 method="wB97M-V/def2-TZVPD" orbital_gap_ev=9.1
C -1.04768 -0.87812 -1.30582 2.1 0.5 -2.6 -0.13
C -0.86950 0.65769 -0.97454 1.5 -2.3 -1.3 -0.24
C 0.40887 0.90452 -0.16437 -0.9 -0.2 0.4 -0.09
C 1.31179 0.00252 0.28369 0.0 -1.3 1.6 -0.19
N 1.73134 -1.06273 -0.51941 0.1 0.0 -1.3 -0.05
C 2.95005 -1.40749 -0.49443 1.1 0.8 0.8 -0.06
H -0.08534 -1.14917 -1.94223 -2.2 0.2 1.3 0.09
H -1.93924 -1.18035 -1.93342 0.8 0.7 1.0 0.07
H -0.96392 -1.42695 -0.37977 -0.2 -0.4 0.1 0.05
H -1.78475 0.91218 -0.48159 -0.1 0.9 0.8 0.08
H -0.76015 1.25091 -1.86941 -0.5 0.2 -0.6 0.09
H 0.56222 1.94998 0.07190 -0.4 0.0 1.2 0.09
H 1.70837 -0.14190 1.33812 0.4 1.7 -1.1 0.13
H 3.44759 -1.81719 -1.38439 -0.6 -0.7 0.4 0.07
H 3.70321 -1.12231 0.32577 -1.1 0.0 -0.8 0.09
H -2.44937 2.04262 2.69702 0.0 0.1 0.0 0.03
H -2.92936 0.75593 3.31515 -0.1 -0.1 0.1 0.03
O -2.99414 1.70985 3.41774 0.1 -0.1 -0.2 -0.06

***

18
Properties=species:S:1:pos:R:3:forces:R:3:lowdin_charge:R:1 method="wB97M-V/def2-TZVPD" orbital_gap_ev="7.6 / 6.3"
C 1.30068 -0.17295 0.55139 -0.2 0.1 0.0 -0.28
C -1.26732 0.81846 -1.03541 -0.1 0.1 -0.2 -0.06
C 1.73427 -0.80844 -0.73415 -0.1 0.0 0.0 -0.08
C -1.03459 -0.08131 0.07146 0.3 -0.1 0.2 -0.17
N 1.65113 1.15287 0.72876 -0.2 -0.1 0.0 0.07
C -0.87615 -0.83228 1.01472 0.2 0.1 -0.2 0.10
O -3.08776 -0.98654 0.59473 0.0 0.1 0.1 -0.38
H -3.49497 -0.36673 1.21663 0.0 -0.1 -0.1 -0.08
H 1.47314 -0.76510 1.44193 0.0 0.0 0.0 0.11
H 1.52048 1.76559 -0.06413 0.0 -0.1 0.0 0.08
H 1.36440 1.58213 1.59598 0.0 -0.1 0.0 0.10
H -0.81554 -1.54722 1.79886 0.0 0.0 0.1 0.09
H -2.11301 1.46454 -0.80190 0.0 0.0 0.0 0.10
H -1.52100 0.24887 -1.93046 0.0 0.0 0.1 0.10
H -0.38984 1.44119 -1.24314 0.0 -0.1 0.0 0.07
H 1.32641 -1.81372 -0.82375 0.0 0.0 0.0 0.09
H 1.40096 -0.23104 -1.60061 0.0 0.0 0.0 0.07
H 2.82872 -0.86831 -0.78092 -0.1 0.0 0.0 0.08

***

18
Properties=species:S:1:pos:R:3:forces:R:3:lowdin_charge:R:1 method="wB97M-V/def2-TZVPD" orbital_gap_ev=8.9 smiles="C=NCCCCO"
C 0.98897 1.21871 -1.09078 -0.4 1.4 -1.5 -0.28
O 0.91038 1.72482 0.22540 0.0 -0.1 0.0 -0.08
C -0.27726 0.48965 -1.55095 1.1 -1.2 1.1 -0.17
C -0.35027 -0.99634 -1.10305 -1.7 0.3 -0.4 -0.19
C -1.09487 -1.23270 0.20616 0.9 2.0 0.5 -0.21
C 0.38551 -0.77352 2.11506 1.1 0.9 -1.9 -0.06
N -0.66709 -0.53545 1.46314 -1.5 -2.1 1.8 -0.06
H 1.96168 0.75814 -1.28169 -0.2 -0.7 0.2 0.11
H 1.00697 2.06771 -1.79424 0.2 0.3 0.5 0.11
H 0.24192 1.22285 0.70735 0.1 0.0 0.0 0.03
H -0.40758 0.46916 -2.63011 0.3 0.5 -0.1 0.11
H -1.08808 1.07038 -1.10504 -0.3 -0.2 -0.2 0.12
H 0.55891 -1.58338 -1.16897 0.4 0.3 0.0 0.11
H -1.04238 -1.41371 -1.84608 0.2 -0.5 0.1 0.10
H -1.04971 -2.27020 0.51875 -0.4 -0.1 -0.3 0.11
H -2.11395 -0.86214 0.14147 -0.2 -0.5 -0.5 0.10
H 1.33134 -0.66857 1.54907 0.4 -1.1 0.4 0.08
H 0.45222 -1.01443 3.17705 -0.3 1.0 0.3 0.07

***

18
Properties=species:S:1:pos:R:3:forces:R:3:lowdin_charge:R:1 method="wB97M-V/def2-TZVPD" orbital_gap_ev=10.2 smiles="CCNCCC=O"
C -1.36377 0.90010 -0.61105 0.3 0.0 -1.3 -0.31
N -0.24959 -0.01731 -0.40268 0.2 -0.2 1.0 -0.09
C 0.73202 0.50560 0.59506 -0.7 -1.0 -1.2 -0.22
C 1.97840 -0.36693 0.53782 0.4 0.0 -0.1 -0.16
C 2.05885 -1.40371 1.62078 -0.2 0.2 0.6 -0.26
O 1.10770 -1.75546 2.27370 -0.1 -0.1 -0.1 0.04
C -2.36651 0.27714 -1.59936 0.6 0.0 0.8 -0.09
H -1.82392 1.29178 0.30266 -0.1 -0.2 0.1 0.11
H -0.91963 1.73290 -1.17341 -0.1 0.3 0.5 0.11
H -0.58824 -0.87124 0.04015 -0.2 0.0 -0.4 0.11
H 0.29865 0.39265 1.58964 0.1 0.7 0.2 0.11
H 0.91922 1.52988 0.28170 0.3 0.1 0.4 0.11
H 2.02027 -0.92964 -0.40466 -0.1 0.2 0.0 0.12
H 2.89293 0.22007 0.55656 0.2 0.1 0.1 0.11
H 3.05162 -1.82362 1.87672 0.0 0.0 -0.4 0.12
H -3.30292 0.82398 -1.59310 -0.1 0.1 -0.3 0.07
H -1.88816 0.24486 -2.57346 -0.2 0.1 -0.2 0.07
H -2.55690 -0.75105 -1.31708 -0.3 -0.3 0.1 0.06

***

These records have electronic energy values of -327.1223 -327.0048 -326.9825 -326.8754 -327.0038 -327.0762 hartree, in the order they appear.
These records have ΔE to the lowest compared entry with this formula, charge and spin values of 0.247 3.445 4.051 6.966 3.471 1.502 eV, in the order they appear.